No. 1
C44H111N5O15 | wB97M-V/def2-TZVPD

Structure (XYZ):
```
175
Properties=species:S:1:pos:R:3:forces:R:3
C -4.6362 -6.6709 -0.8275 0.52 0.46 -1.20
C -3.4905 -5.6195 -0.5434 -2.03 -1.03 0.92
C -2.6910 -5.2347 -1.7694 0.25 0.07 -0.43
C -2.1120 -3.8257 -1.8460 -0.27 -0.26 1.35
C -1.3512 -3.4317 -0.5602 -0.64 0.01 -0.27
C -0.6740 -2.0340 -0.6841 -5.79 -17.41 0.08
H -5.0002 -7.3429 -0.0504 0.51 0.34 0.47
H -4.2685 -7.3074 -1.6324 -0.17 -0.25 -0.11
H -5.5231 -6.1618 -1.2049 -0.02 0.05 -0.18
H -4.0358 -4.7736 -0.1248 0.42 0.32 0.23
H -2.9224 -6.1137 0.2447 0.55 0.62 0.00
H -3.3222 -5.2773 -2.6571 -0.10 -0.75 -0.15
H -1.8641 -5.9435 -1.8135 0.04 -0.27 -0.50
H -1.4773 -3.7084 -2.7243 -0.55 -0.42 0.17
H -2.9526 -3.1534 -2.0179 -0.04 0.15 0.19
H -2.0629 -3.4115 0.2651 -0.26 -0.10 0.26
H -0.6121 -4.1821 -0.2798 0.12 -0.38 -0.22
H 0.0218 -2.0416 -1.5230 0.85 -6.30 2.62
H -1.3278 -1.1861 -0.8881 -3.74 -5.52 2.91
H -0.0094 -1.9026 0.1698 -3.50 -7.07 -8.52
C -0.3928 -1.0202 5.0216 -0.54 -1.86 -0.56
C 0.2089 -1.2974 3.6336 0.80 0.01 1.16
C 0.3379 -2.7601 3.2912 -0.30 -0.61 -1.17
C 0.9195 -3.1456 1.8692 -1.34 -1.11 1.18
C 2.4133 -3.3273 1.8261 0.82 -0.11 -0.28
C 2.9120 -3.8030 0.4204 0.08 -2.82 4.82
H -0.7105 0.0208 5.0799 1.26 -2.44 0.91
H 0.2390 -1.4313 5.8089 0.28 0.68 0.15
H -1.2772 -1.6505 5.1143 -0.58 -0.06 -0.09
H -0.3995 -0.7200 2.9374 0.17 -0.67 -0.42
H 1.2209 -0.8926 3.6450 -0.83 -0.28 -0.36
H -0.6593 -3.1751 3.4376 -0.17 -0.39 -0.38
H 0.9587 -3.3286 3.9837 0.14 0.37 0.43
H 0.4155 -4.0748 1.6033 0.19 -0.45 0.13
H 0.5598 -2.5104 1.0598 1.57 -2.07 2.01
H 2.8437 -2.3825 2.1580 0.22 -0.02 -0.47
H 2.8509 -3.9764 2.5845 -0.68 -0.55 0.21
H 2.4514 -4.7366 0.0977 -0.59 -0.06 0.14
H 2.6613 -3.0532 -0.3299 -7.54 -5.06 9.51
H 3.9633 -4.0845 0.4795 0.08 0.21 0.02
C -3.6761 -0.6186 -2.0232 -0.89 -1.61 -0.81
C -4.7272 -0.5659 -0.9227 -0.48 0.26 0.49
C -4.0446 -0.2907 0.4198 -0.12 1.34 -0.09
C -3.2857 1.0883 0.4543 0.57 -2.28 2.54
C -2.5172 1.2618 1.7748 -4.84 -1.54 0.66
C -3.4414 1.3117 2.9992 -1.68 -0.95 -0.53
H -3.4236 0.3364 -2.4840 0.06 -0.89 0.12
H -3.9721 -1.2843 -2.8339 -0.55 0.20 -0.31
H -2.8743 -1.2462 -1.6343 0.56 0.79 0.05
H -5.5439 0.1269 -1.1256 0.25 0.66 -0.08
H -5.3249 -1.4713 -0.8169 0.50 -0.56 -0.21
H -3.3415 -1.1063 0.5888 0.28 0.04 0.15
H -4.7485 -0.2993 1.2520 -0.18 -0.10 -0.09
H -2.5160 1.0548 -0.3168 -0.18 -0.45 2.13
H -3.9473 1.9451 0.3272 -0.20 -0.21 -0.30
H -1.8683 0.4187 2.0119 -2.96 -0.77 -1.45
H -1.8620 2.1324 1.7434 -2.21 -1.25 -0.19
H -2.8987 1.3789 3.9421 -1.46 -0.24 -0.68
H -4.1470 2.1230 2.8204 -0.45 -0.04 0.57
H -3.9780 0.3895 3.2222 -0.35 -0.17 -0.75
C -0.2745 1.3626 1.6167 5.00 -8.19 -2.20
C 0.9115 0.5551 1.0517 -2.43 -0.92 -1.26
C 0.5493 -0.6839 0.2051 2.85 7.41 1.38
C -0.2740 -0.4192 -1.1065 5.05 13.16 -3.36
C 0.4070 0.5682 -2.1265 2.13 -0.14 0.46
C 1.6431 0.0345 -2.8518 -0.65 -1.06 0.68
H 0.1824 2.1980 2.1473 -0.38 -3.30 -4.28
H -0.9172 0.8266 2.3150 3.52 0.61 -0.55
H -0.7891 1.7512 0.7379 -3.95 -9.23 2.55
H 1.5043 1.2155 0.4189 -1.28 -1.37 0.31
H 1.5371 0.2593 1.8938 -1.96 0.17 -0.94
H 0.0852 -1.5057 0.7503 1.45 8.46 8.17
H 1.5326 -1.0938 -0.0252 -1.75 -0.27 -0.61
H -0.4299 -1.3012 -1.7277 0.41 6.90 -3.86
H -1.2952 -0.1168 -0.8745 0.73 3.37 -0.38
H -0.3837 0.8187 -2.8336 1.31 -1.61 0.34
H 0.6239 1.4841 -1.5767 0.97 -0.21 -0.59
H 2.2486 0.7184 -3.4465 -0.40 0.16 0.17
H 2.3151 -0.4718 -2.1589 -1.64 1.12 -0.13
H 1.4041 -0.8055 -3.5041 -0.67 0.61 -0.56
C 3.3752 -2.1074 -2.4889 0.39 2.00 0.03
C 4.1438 -0.7918 -2.1656 1.64 -1.70 -1.45
O 5.3013 -1.1250 -1.4137 0.16 1.75 -3.40
O 2.6475 -2.4401 -1.3100 -0.16 4.84 -9.56
H 3.9766 -2.9429 -2.8473 0.34 0.13 0.17
H 2.6470 -1.8409 -3.2549 1.21 -0.68 -0.22
H 3.6037 0.0189 -1.6766 0.03 -1.74 0.01
H 4.4827 -0.3731 -3.1132 -0.27 -0.05 -0.40
H 5.6830 -0.3230 -1.0495 0.43 -0.26 0.38
H 3.2332 -2.9167 -0.7172 8.11 0.95 -3.98
C -2.5603 2.2060 -1.8084 -0.46 1.85 -2.80
C -2.8581 3.5297 -1.0568 -0.35 -0.62 -1.60
O -2.1116 4.5737 -1.7213 -3.73 0.35 2.24
O -1.1563 1.9681 -1.8946 -7.37 -2.10 -3.64
H -2.8555 2.3226 -2.8511 -0.61 0.18 -0.15
H -3.0036 1.3034 -1.3877 0.03 1.98 -1.90
H -2.5952 3.4503 -0.0020 -0.85 0.11 -2.44
H -3.9223 3.7629 -1.0929 -0.22 -0.14 -0.05
H -2.6222 4.7723 -2.5096 -0.29 0.10 -0.07
H -0.7052 2.5424 -2.5177 -0.92 0.17 0.28
C 0.2321 1.6421 4.1113 -1.11 -0.45 5.04
C -1.2041 1.7627 4.7373 0.97 1.10 1.39
O -1.1850 2.6247 5.8943 0.09 -0.62 -0.03
O 1.1087 1.0164 5.0746 -2.23 0.66 3.87
H 0.6781 2.5899 3.8099 0.86 -1.60 3.71
H 0.0917 1.0823 3.1867 1.29 -0.57 1.97
H -1.7037 0.8290 4.9957 0.27 0.80 0.62
H -1.9355 2.2009 4.0582 3.04 -1.26 2.87
H -0.9070 3.4767 5.5502 0.01 0.28 0.21
H 1.2979 1.6741 5.7478 0.02 0.08 0.14
C -1.7548 3.4454 3.0403 -1.11 4.31 -1.79
C -2.2959 4.2099 1.7868 0.38 -0.36 1.87
O -1.9212 5.5574 1.7066 -0.75 -0.20 0.20
O -0.4246 2.9798 2.8676 -7.40 10.95 1.92
H -2.4474 2.6318 3.2557 0.00 2.86 -1.77
H -1.7764 4.1617 3.8616 -0.17 0.17 0.20
H -3.3765 4.0994 1.8774 -0.31 0.48 -0.13
H -2.0124 3.6457 0.8983 0.99 0.91 2.06
H -1.0228 5.5256 1.3697 0.65 0.27 -0.23
H 0.1138 3.7701 2.7829 0.08 1.01 -0.62
C 0.3623 2.1075 -4.7076 -1.39 0.95 -0.38
C 0.4876 3.2977 -3.7068 -0.24 -0.40 -2.74
O -0.7841 3.7568 -3.2419 -1.23 -1.23 -7.00
O -0.3463 2.4266 -5.9031 0.38 0.60 -1.00
H -0.1782 1.2799 -4.2481 0.44 0.18 -0.25
H 1.3232 1.7528 -5.0804 0.06 0.23 0.45
H 0.9189 4.1825 -4.1750 0.61 -0.44 -0.28
H 1.1600 3.0161 -2.8965 -1.65 0.11 -0.20
H -0.8097 4.6939 -3.4486 -0.38 -0.29 -0.95
H -1.3044 2.4678 -5.8598 0.12 -0.12 0.71
O 0.4075 4.4765 0.8967 1.47 2.55 3.36
C 0.1061 3.9871 -0.1576 -0.37 0.85 -3.43
N -0.3200 2.7373 -0.1721 3.80 7.25 0.27
C 0.2834 4.7783 -1.4497 1.60 1.34 1.61
H -0.4024 2.3886 0.7722 3.81 6.72 -0.08
H -0.9590 2.4164 -0.8854 0.98 0.02 0.74
H 1.2659 4.5100 -1.8381 0.09 0.10 0.10
H 0.3080 5.8608 -1.3239 0.11 0.06 0.84
H -0.5051 4.5699 -2.1728 2.50 0.77 3.46
O 5.0041 -0.8224 2.3349 0.61 -2.48 0.02
C 4.5625 -1.2069 1.2524 0.20 1.32 2.64
N 5.2392 -2.0633 0.5133 0.64 -2.64 1.36
C 3.2712 -0.6533 0.7645 0.65 -0.98 -1.79
H 4.9153 -2.3442 -0.4011 0.84 -0.17 1.28
H 6.0054 -2.5323 0.9749 -0.11 0.01 -0.10
H 2.8290 -1.2385 -0.0417 1.34 0.21 1.05
H 3.4835 0.2789 0.2410 0.31 -0.82 0.60
H 2.5107 -0.4968 1.5295 1.86 -1.00 -0.63
O 2.5963 2.9217 -2.8173 5.29 -1.68 3.16
C 3.2885 2.3472 -1.8966 -1.37 2.20 -1.91
N 4.4475 1.7727 -2.1626 0.96 0.86 -0.58
C 2.8844 2.3948 -0.4760 -0.33 0.23 -1.22
H 4.7360 1.8130 -3.1296 0.17 -0.28 0.11
H 4.7778 1.0358 -1.5560 0.39 1.24 -0.20
H 2.8779 1.4702 0.1012 1.16 0.58 -1.20
H 1.8157 2.6034 -0.5255 0.44 0.80 -0.29
H 3.4728 3.0822 0.1318 0.01 0.23 -0.57
O 4.1163 1.1635 2.0533 -3.74 3.64 0.96
C 2.9271 1.3504 2.4863 6.47 0.79 -0.42
N 2.4167 0.5067 3.3757 2.28 -0.07 -0.80
C 2.1182 2.5369 2.0192 0.57 0.12 2.27
H 1.6488 0.7934 3.9658 1.89 -0.52 -0.97
H 2.9423 -0.2028 3.8661 1.04 0.34 -0.62
H 1.9360 2.4772 0.9462 -0.46 1.18 2.71
H 2.5985 3.4707 2.3115 0.43 -0.01 -0.17
H 1.2533 2.4382 2.6752 2.62 0.73 -1.51
O 1.4450 -3.0084 -5.1684 -1.11 -1.35 0.87
C 0.7528 -3.6429 -4.3329 3.09 3.64 -0.36
N -0.0963 -4.5750 -4.6525 -1.70 -2.46 -1.18
C 0.7902 -3.2151 -2.9026 -0.60 0.48 -0.44
H -0.1321 -4.8887 -5.6119 0.08 0.18 0.04
H -0.6417 -5.1218 -4.0017 0.27 0.32 0.15
H -0.1962 -2.8190 -2.6614 0.28 -1.33 -0.59
H 1.3401 -2.2942 -2.7085 -0.47 -1.26 -0.88
H 1.1431 -3.9606 -2.1899 -0.57 -0.09 -0.09
```
Forces are in eV/Å.

Output
Lowest unoccupied orbital energy in eV: 0.14
Gap between HOMO and LUMO in hartree: 0.22474
HOMO in eV: -5.97

---

No. 2
C3H5N2O | wB97M-V/def2-TZVPD

Structure (XYZ):
```
11
Properties=species:S:1:pos:R:3:forces:R:3
C 0.3670 0.6912 -0.1127 -0.05 1.48 -0.92
C 0.6853 -0.3674 0.9135 -1.40 -0.93 0.08
C -0.4974 -1.0578 0.2518 0.39 -3.33 -2.35
N 0.8592 2.4111 -0.6291 -0.16 -0.28 0.01
N -0.5683 0.0042 -0.6885 1.02 1.12 1.95
O 0.1116 2.8646 -1.3582 0.25 -0.78 0.49
H 1.5921 -0.9183 0.8067 0.88 -0.01 -0.30
H 0.4332 -0.3315 1.9508 0.35 1.27 0.83
H -0.3719 -1.9561 -0.3701 1.17 -0.22 0.35
H -1.4080 -1.3772 0.6615 -1.40 0.68 1.67
H -1.2027 0.0370 -1.4256 -1.05 0.99 -1.82
```
Forces are in eV/Å.

Output
Lowest unoccupied orbital energy in eV: -5.98
Gap between HOMO and LUMO in hartree: 0.32423
HOMO in eV: -14.80
ΔE to the lowest compared entry with this formula, charge and spin in kJ/mol: 565.58
Total charge: +1